## i
{
  "formula": "C6H20IO6",
  "method": "wB97M-V/def2-TZVPD",
  "species": ["I", "C", "O", "H", "H", "H", "H", "C", "O", "H", "H", "H", "H", "C", "C", "O", "O", "H", "H", "H", "H", "H", "H", "C", "C", "O", "O", "H", "H", "H", "H", "H", "H"],
  "coordinates": [[-0.221, -0.526, -0.180], [4.860, 4.575, 1.480], [4.158, 4.520, 0.318], [4.575, 5.401, 2.131], [4.879, 3.709, 2.141], [5.928, 4.651, 1.275], [3.577, 3.760, 0.233], [5.421, -4.012, -1.986], [5.655, -2.745, -1.335], [5.342, -4.854, -1.299], [4.434, -3.805, -2.402], [6.155, -4.369, -2.708], [4.908, -2.368, -0.865], [-2.535, -3.717, 5.405], [-2.038, -4.959, 4.569], [-0.727, -4.910, 4.093], [-3.553, -2.970, 4.679], [-1.724, -3.011, 5.579], [-2.865, -3.986, 6.408], [-2.831, -5.033, 3.824], [-2.144, -5.827, 5.218], [-0.687, -4.296, 3.356], [-3.127, -2.665, 3.874], [-3.662, 3.682, -5.330], [-4.407, 4.106, -4.072], [-4.333, 3.330, -2.867], [-2.263, 3.573, -5.115], [-3.875, 4.372, -6.147], [-4.018, 2.688, -5.603], [-5.473, 4.312, -4.162], [-3.864, 5.000, -3.767], [-3.465, 3.108, -2.521], [-2.081, 3.267, -4.224]],
  "mulliken_charge": [-0.9933, -0.5466, -0.5050, 0.2268, 0.2630, 0.2269, 0.3343, -0.4582, -0.5401, 0.2192, 0.2308, 0.2208, 0.3266, -0.3215, -0.4054, -0.5199, -0.5503, 0.2501, 0.3017, 0.2938, 0.2900, 0.3350, 0.3228, -0.2171, -0.5289, -0.5332, -0.5027, 0.2885, 0.2394, 0.3272, 0.3321, 0.3069, 0.2863],
  "e_homo_ev": -3.77,
  "orbital_gap_ev": 6.538,
  "e_lumo_ev": 2.8,
  "multiplicity": 1,
  "charge": -1
}

***

## ii
{
  "formula": "C6H20IO6",
  "method": "wB97M-V/def2-TZVPD",
  "species": ["I", "C", "O", "H", "H", "H", "H", "C", "O", "H", "H", "H", "H", "C", "C", "O", "O", "H", "H", "H", "H", "H", "H", "C", "C", "O", "O", "H", "H", "H", "H", "H", "H"],
  "coordinates": [[1.070, 0.196, 1.177], [4.305, -1.906, 2.699], [4.114, -0.509, 2.669], [3.838, -2.329, 3.601], [3.740, -2.334, 1.857], [5.360, -2.141, 2.549], [3.188, -0.393, 2.380], [0.865, -3.523, -1.179], [1.938, -3.066, -0.392], [1.207, -4.246, -1.925], [0.159, -4.086, -0.562], [0.414, -2.723, -1.769], [1.695, -2.281, 0.119], [-0.867, 3.904, -2.660], [-0.216, 3.211, -1.458], [0.625, 2.087, -1.765], [0.042, 3.901, -3.738], [-1.127, 4.935, -2.395], [-1.790, 3.353, -2.867], [-1.001, 2.765, -0.831], [0.206, 3.848, -0.674], [0.944, 1.802, -0.889], [-0.385, 4.314, -4.494], [-2.857, -0.603, 1.838], [-3.595, -0.672, 0.488], [-2.627, -0.881, -0.580], [-2.298, 0.658, 2.154], [-2.007, -1.287, 1.737], [-3.469, -0.987, 2.657], [-4.054, 0.300, 0.275], [-4.191, -1.576, 0.346], [-1.862, -0.381, -0.253], [-1.364, 0.647, 1.885]],
  "mulliken_charge": [-0.3999, -0.2303, -0.5203, 0.2082, 0.0031, 0.2233, 0.0843, -0.5302, -0.4595, 0.2335, 0.2394, 0.2306, 0.1523, -0.3383, -0.2117, -0.4663, -0.5112, 0.2679, 0.2547, 0.1869, 0.3412, 0.1163, 0.2847, -0.6010, -0.1598, -0.5086, -0.5336, 0.3697, 0.3168, 0.2272, 0.2947, 0.2794, 0.1564],
  "e_homo_ev": -5.26,
  "orbital_gap_ev": 8.148,
  "e_lumo_ev": 2.9,
  "multiplicity": 1,
  "charge": -1
}

***

Most stable of them? ii.

***

## i
{
  "formula": "C6H9B",
  "method": "wB97M-V/def2-TZVPD",
  "species": ["B", "C", "C", "C", "C", "C", "C", "H", "H", "H", "H", "H", "H", "H", "H", "H"],
  "coordinates": [[1.711, 0.120, -1.344], [-1.338, -0.523, 0.929], [-1.412, 0.767, 0.619], [1.188, -0.762, 0.824], [0.800, 0.987, -0.695], [-0.148, -1.312, 0.508], [-0.359, 1.637, -0.109], [0.856, -0.575, -2.041], [2.903, 0.231, -1.501], [-2.134, -1.136, 1.336], [-2.370, 1.154, 0.784], [1.911, -1.293, 0.245], [-0.105, -2.297, 0.969], [-0.537, -1.535, -0.474], [-0.974, 2.243, -0.723], [0.008, 2.293, 0.672]],
  "mulliken_charge": [-0.1044, -0.2264, -0.5543, -0.5349, 0.0572, -0.6345, -0.4185, 0.0601, -0.0341, 0.3664, 0.4111, 0.2167, 0.3996, 0.2884, 0.4170, 0.2908],
  "e_homo_ev": -8.11,
  "orbital_gap_ev": 7.182,
  "e_lumo_ev": -0.9,
  "multiplicity": 1
}

***

## ii
{
  "formula": "C6H9B",
  "method": "wB97M-V/def2-TZVPD",
  "species": ["B", "C", "C", "C", "C", "C", "C", "H", "H", "H", "H", "H", "H", "H", "H", "H"],
  "coordinates": [[-1.302, 0.033, -0.125], [1.231, 1.485, -0.114], [1.582, 0.263, 0.104], [-0.997, 0.437, 1.347], [0.048, 0.598, 0.230], [-2.369, -0.499, -1.162], [2.447, -0.915, 0.143], [1.527, 2.536, -0.497], [-1.379, 1.365, 1.776], [-0.889, -0.243, 2.160], [-1.888, -0.956, -1.902], [-2.854, 0.523, -1.376], [-3.196, -1.029, -0.823], [2.156, -1.635, -0.707], [2.427, -1.397, 1.068], [3.455, -0.567, -0.123]],
  "mulliken_charge": [0.0958, -0.5865, 0.3693, -0.9821, 0.4295, -0.9029, -1.0313, 0.2815, 0.2555, 0.2794, 0.3157, 0.2381, 0.3574, 0.2535, 0.3231, 0.3038],
  "e_homo_ev": -8.11,
  "orbital_gap_ev": 8.827,
  "e_lumo_ev": 0.7,
  "multiplicity": 1,
  "smiles": "CB1C[C@]12C=C2C"
}

***

Most stable of them? ii.

***

## i
{
  "formula": "C2H6S2",
  "method": "wB97M-V/def2-TZVPD",
  "species": ["S", "S", "H", "H", "C", "C", "H", "H", "H", "H"],
  "coordinates": [[1.522, 1.307, 0.966], [1.624, -0.759, 0.733], [0.780, 1.405, 2.065], [0.407, -0.943, 0.212], [-2.793, -0.278, -2.308], [-3.643, -0.789, -1.418], [-3.123, 0.397, -3.085], [-1.763, -0.603, -2.264], [-4.713, -0.689, -1.526], [-3.159, -1.316, -0.607]],
  "mulliken_charge": [-0.1734, -0.1472, 0.1662, 0.1529, -0.4367, -0.4088, 0.2360, 0.1829, 0.2406, 0.1875],
  "e_homo_ev": -9.54,
  "orbital_gap_ev": 9.809,
  "e_lumo_ev": 0.3,
  "multiplicity": 1,
  "smiles": "C=C.SS"
}

***

## ii
{
  "formula": "C2H6S2",
  "method": "wB97M-V/def2-TZVPD",
  "species": ["C", "C", "S", "S", "H", "H", "H", "H", "H", "H"],
  "coordinates": [[-1.498, -1.997, 0.243], [0.585, 1.278, -0.201], [-2.341, -2.809, -0.895], [0.168, 0.143, -1.502], [1.319, -0.778, -1.340], [-1.865, -1.537, 1.193], [-0.633, -1.450, -0.191], [0.698, 0.756, 0.783], [-0.260, 2.026, 0.013], [1.427, 1.884, -0.386]],
  "mulliken_charge": [-0.0896, -0.6997, -0.1882, -0.2380, 0.1721, 0.2510, -0.0566, 0.2571, 0.2734, 0.3185],
  "e_homo_ev": -8.47,
  "orbital_gap_ev": 8.137,
  "e_lumo_ev": -0.3,
  "multiplicity": 1,
  "smiles": "C=S.CS"
}

***

## iii
{
  "formula": "C2H6S2",
  "method": "wB97M-V/def2-TZVPD",
  "species": ["C", "C", "S", "S", "H", "H", "H", "H", "H", "H"],
  "coordinates": [[1.375, 0.515, -0.334], [-0.128, 0.238, -0.314], [-0.458, -0.592, 1.268], [-2.715, -0.813, 0.663], [1.958, -0.411, -0.345], [1.708, 1.084, 0.539], [1.739, 1.023, -1.231], [-0.411, -0.257, -1.237], [-0.649, 1.197, -0.246], [-2.417, -1.985, 1.235]],
  "mulliken_charge": [-1.2928, -0.3132, -0.1234, -0.2228, 0.3470, 0.3517, 0.3341, 0.4076, 0.3524, 0.1595],
  "e_homo_ev": -8.82,
  "orbital_gap_ev": 8.184,
  "e_lumo_ev": -0.6,
  "multiplicity": 1,
  "smiles": "CCSS"
}

***

Most stable of them? iii.

***

## i
{
  "formula": "C2H6S2",
  "method": "wB97M-V/def2-TZVPD",
  "species": ["C", "C", "H", "H", "H", "H", "H", "H", "S", "S"],
  "coordinates": [[-0.151, 0.050, -1.175], [0.275, -0.779, 1.561], [-0.993, -0.474, -0.717], [-0.364, 0.252, -2.227], [0.728, -0.594, -1.119], [-0.911, 2.195, -0.460], [0.292, -1.718, 2.117], [-0.601, -0.149, 1.723], [0.261, 1.569, -0.273], [1.463, -0.352, 0.570]],
  "mulliken_charge": [-0.7434, -0.3492, 0.3499, 0.3198, 0.2485, 0.0778, 0.2584, 0.3247, -0.2114, -0.2753],
  "e_homo_ev": -7.75,
  "orbital_gap_ev": 7.485,
  "e_lumo_ev": -0.3,
  "multiplicity": 1
}

***

## ii
{
  "formula": "C2H6S2",
  "method": "wB97M-V/def2-TZVPD",
  "species": ["C", "S", "S", "C", "H", "H", "H", "H", "H", "H"],
  "coordinates": [[0.725, -1.560, -1.278], [0.832, -0.816, 0.381], [0.373, 1.159, -0.065], [-0.816, 1.521, 1.252], [1.678, -1.961, -1.606], [0.018, -2.392, -1.191], [0.316, -0.845, -1.978], [-0.457, 1.159, 2.210], [-0.865, 2.606, 1.248], [-1.803, 1.128, 1.028]],
  "mulliken_charge": [-0.7577, -0.0760, -0.0695, -0.7810, 0.2739, 0.2661, 0.2926, 0.2862, 0.2830, 0.2824],
  "e_homo_ev": -8.12,
  "orbital_gap_ev": 8.824,
  "e_lumo_ev": 0.7,
  "multiplicity": 1,
  "smiles": "CSSC"
}

***

Most stable of them? ii.

***

## i
{
  "formula": "C4H8OS",
  "method": "wB97M-V/def2-TZVPD",
  "species": ["C", "C", "C", "C", "H", "H", "H", "H", "H", "H", "H", "H", "O", "S"],
  "coordinates": [[-1.103, 1.399, -1.790], [0.534, 0.268, -0.634], [0.958, -0.586, 0.344], [0.075, -1.258, 1.285], [-2.029, 0.982, -2.266], [-1.222, 2.370, -1.227], [-0.331, 1.537, -2.538], [1.373, 0.760, -1.152], [1.987, -0.368, 0.538], [-0.966, -0.984, 0.905], [0.145, -2.325, 1.324], [1.200, -1.446, 3.408], [-0.738, 0.222, -1.101], [0.117, -0.570, 2.905]],
  "mulliken_charge": [-0.6478, -0.0577, -0.2458, -0.5615, 0.2243, 0.2584, 0.3128, 0.2630, 0.2626, 0.2199, 0.3654, 0.1314, -0.3050, -0.2199],
  "e_homo_ev": -8.53,
  "orbital_gap_ev": 9.438,
  "e_lumo_ev": 0.9,
  "multiplicity": 1,
  "smiles": "CO/C=C\\CS"
}

***

## ii
{
  "formula": "C4H8OS",
  "method": "wB97M-V/def2-TZVPD",
  "species": ["C", "C", "C", "C", "H", "H", "H", "H", "H", "H", "H", "H", "O", "S"],
  "coordinates": [[0.265, 1.473, -0.002], [-0.761, 0.436, 0.442], [0.029, -0.827, 0.819], [0.647, -1.491, -0.384], [1.001, 1.897, 0.652], [0.803, 0.808, -0.782], [-0.275, 2.116, -0.733], [-1.442, 0.786, 1.167], [-0.964, 0.867, -1.852], [0.833, -0.627, 1.661], [-0.615, -1.599, 1.269], [0.645, -0.765, -1.557], [-1.454, -0.087, -0.744], [1.287, -2.987, 0.044]],
  "mulliken_charge": [-1.1178, 0.0758, -0.5899, -0.1130, 0.3394, 0.2497, 0.2808, 0.3960, 0.3195, 0.3425, 0.3727, 0.2310, -0.5682, -0.2185],
  "e_homo_ev": -8.49,
  "orbital_gap_ev": 7.696,
  "e_lumo_ev": -0.8,
  "multiplicity": 1
}

***

## iii
{
  "formula": "C4H8OS",
  "method": "wB97M-V/def2-TZVPD",
  "species": ["C", "C", "C", "C", "O", "S", "H", "H", "H", "H", "H", "H", "H", "H"],
  "coordinates": [[-0.859, 1.918, 0.115], [-0.005, 0.964, -0.304], [-0.248, -1.627, 0.374], [0.680, 0.024, 0.498], [-1.462, -1.401, -0.181], [2.404, -0.152, -0.084], [-1.358, 2.307, -0.789], [-1.112, 2.284, 1.117], [-0.100, 0.739, -1.331], [-0.390, -1.869, 1.457], [0.606, -2.205, -0.082], [0.965, 0.262, 1.567], [-1.269, -0.767, -0.940], [2.149, -0.478, -1.416]],
  "mulliken_charge": [-0.7652, -0.6933, -0.3115, 0.0462, -0.4660, -0.2077, 0.2111, 0.3008, 0.5193, 0.2785, 0.2522, 0.3530, 0.3717, 0.1109],
  "e_homo_ev": -8.83,
  "orbital_gap_ev": 9.589,
  "e_lumo_ev": 0.8,
  "multiplicity": 1,
  "smiles": "C=C[C@H](S)CO"
}

***

Most stable of them? i.

***

## i
{
  "formula": "C6H13O2",
  "method": "wB97M-V/def2-TZVPD",
  "species": ["C", "C", "C", "O", "O", "H", "H", "H", "H", "H", "C", "C", "C", "H", "H", "H", "H", "H", "H", "H", "H"],
  "coordinates": [[1.047, 0.227, -0.928], [0.955, 1.725, -1.081], [0.482, -0.397, -2.387], [0.775, -1.560, -2.525], [-0.105, 0.370, -3.110], [1.985, -0.211, -0.538], [0.376, -0.171, -0.199], [0.022, 2.141, -1.258], [1.777, 2.082, -1.627], [1.369, 2.201, -0.059], [-1.276, -0.717, 2.988], [0.068, -0.685, 2.370], [-1.830, 0.689, 3.342], [-1.980, -1.384, 2.358], [-1.164, -1.186, 3.964], [0.348, -1.726, 2.022], [0.798, -0.467, 3.101], [-1.335, 1.207, 4.163], [-1.596, 1.361, 2.337], [0.295, 0.028, 1.495], [-2.938, 0.603, 3.505]],
  "mulliken_charge": [-0.3034, -0.9866, 0.4577, -0.7117, -0.6785, 0.3815, -0.1326, 0.2907, 0.3832, 0.2584, -0.1494, -0.8436, -0.9274, 0.2673, 0.2205, 0.3061, 0.4459, 0.3113, 0.1897, -0.0513, 0.2721],
  "e_homo_ev": -3.43,
  "orbital_gap_ev": 6.789,
  "e_lumo_ev": 3.4,
  "multiplicity": 1,
  "charge": -1
}

***

## ii
{
  "formula": "C6H13O2",
  "method": "wB97M-V/def2-TZVPD",
  "species": ["C", "C", "C", "H", "H", "H", "H", "H", "H", "H", "H", "C", "C", "C", "O", "O", "H", "H", "H", "H", "H"],
  "coordinates": [[-1.251, 2.078, -0.632], [-0.201, 2.250, 0.472], [-2.240, 0.907, -0.358], [-1.750, 3.047, -0.652], [-0.795, 1.850, -1.599], [-0.650, 2.634, 1.393], [-1.919, 0.303, 0.487], [-3.169, 1.387, -0.025], [0.725, 2.771, 0.246], [0.107, 1.237, 0.766], [-2.345, 0.328, -1.264], [1.894, -1.785, 0.485], [1.574, -1.881, -1.022], [0.602, -2.017, 1.309], [-0.184, -1.030, 1.340], [0.456, -3.168, 1.773], [2.667, -2.529, 0.685], [2.295, -0.786, 0.677], [0.676, -1.251, -1.135], [1.194, -2.880, -1.243], [2.315, -1.466, -1.702]],
  "mulliken_charge": [-0.2307, -0.9260, -0.9301, 0.2869, 0.2590, 0.2760, 0.2300, 0.3474, 0.3403, 0.1370, 0.2504, -0.3046, -0.9975, 0.3399, -0.6369, -0.7571, 0.2947, 0.2573, 0.1237, 0.3110, 0.3294],
  "e_homo_ev": -4.10,
  "orbital_gap_ev": 7.948,
  "e_lumo_ev": 3.9,
  "multiplicity": 1,
  "charge": -1
}

***

Most stable of them? ii.